Below is 6 unconnected molecules or ions with the total composition C24H59BClFN4O25P2S5 in a non-equilibrium geometry, with properties calculated with ωB97M-V/def2-TZVPD.

Last columns: bonded neighbours and bond lengths (Å).
CARTESIAN COORDINATES (ANGSTROEM)
1 N 5.564 0.856 -1.077  C2 1.488, H29 1.011, H30 1.012
2 C 5.612 0.353 -2.477  N1 1.488, C3 1.528, H31 1.088, H32 1.089
3 C 5.144 1.327 -3.557  C2 1.528, C4 1.519, H33 1.090, H34 1.093
4 C 3.681 1.233 -3.954  C3 1.519, N5 1.459, H35 1.089, H36 1.093
5 N 2.764 1.481 -2.847  C4 1.459, C6 1.440, H37 1.013
6 C 1.555 0.701 -2.836  N5 1.440, Cl7 1.795, C8 1.539, H38 1.090
7 Cl 1.952 -0.989 -2.381  C6 1.795
8 C 0.573 1.319 -1.825  C6 1.539, O9 1.413, B20 1.622, C23 1.555
9 O -0.484 0.390 -1.694  C8 1.413, C10 1.416
10 C -1.655 0.777 -1.000  O9 1.416, C11 1.532, P15 1.860, H39 1.094
11 C -2.753 1.180 -1.989  C10 1.532, O12 1.426, H40 1.089, H41 1.081
12 O -4.066 0.968 -1.474  C11 1.426, N13 1.414
13 N -4.416 2.036 -0.617  O12 1.414, O14 1.163
14 O -5.395 1.797 -0.036  N13 1.163
15 P -2.183 -0.604 0.130  C10 1.860, P16 2.170, H42 1.400
16 P -2.467 -2.171 -1.343  P15 2.170, O17 1.472, O18 1.595, O19 1.588
17 O -2.425 -1.652 -2.720  P16 1.472
18 O -1.421 -3.334 -1.033  P16 1.595, H43 0.971
19 O -3.830 -2.900 -0.979  P16 1.588, H44 0.965
20 B 1.397 1.528 -0.443  C8 1.622, O21 1.365, O22 1.379
21 O 1.129 0.633 0.552  B20 1.365, H45 0.966
22 O 2.283 2.570 -0.275  B20 1.379, H46 0.973
23 C 0.075 2.591 -2.566  C8 1.555, O24 1.199, N25 1.449
24 O -0.423 2.522 -3.655  C23 1.199
25 N 0.226 3.875 -1.912  C23 1.449, C26 1.388, H47 1.020
26 C -0.665 4.170 -0.890  N25 1.388, O27 1.196, F28 1.332
27 O -0.485 4.080 0.289  C26 1.196
28 F -1.812 4.624 -1.394  C26 1.332
29 H 6.483 0.820 -0.659  N1 1.011
30 H 4.997 0.245 -0.504  N1 1.012
31 H 5.044 -0.572 -2.552  C2 1.088
32 H 6.654 0.126 -2.698  C2 1.089
33 H 5.407 2.344 -3.266  C3 1.090
34 H 5.710 1.112 -4.467  C3 1.093
35 H 3.484 0.248 -4.375  C4 1.089
36 H 3.489 1.944 -4.762  C4 1.093
37 H 2.522 2.464 -2.848  N5 1.013
38 H 1.058 0.640 -3.804  C6 1.090
39 H -1.461 1.598 -0.303  C10 1.094
40 H -2.664 2.236 -2.242  C11 1.089
41 H -2.664 0.583 -2.885  C11 1.081
42 H -0.942 -0.997 0.646  P15 1.400
43 H -0.580 -3.074 -1.441  O18 0.971
44 H -3.712 -3.830 -0.749  O19 0.965
45 H 1.925 0.267 0.958  O21 0.966
46 H 3.207 2.344 -0.478  O22 0.973
47 H 1.176 4.028 -1.574  N25 1.020
48 O -5.950 -3.914 -7.113  S49 1.431
49 S -7.083 -3.220 -6.582  O48 1.431, O50 1.429, O51 1.582, C54 1.758
50 O -7.224 -1.819 -6.828  S49 1.429
51 O -7.177 -3.508 -5.029  S49 1.582, C52 1.455
52 C -5.985 -3.275 -4.229  O51 1.455, C53 1.510, H55 1.090, H56 1.088
53 C -5.741 -1.816 -3.927  C52 1.510, H57 1.089, H58 1.088, H59 1.090
54 C -8.565 -4.042 -7.049  S49 1.758, H60 1.086, H61 1.087, H62 1.086
55 H -5.131 -3.732 -4.730  C52 1.090
56 H -6.174 -3.834 -3.315  C52 1.088
57 H -5.477 -1.260 -4.825  C53 1.089
58 H -4.920 -1.742 -3.217  C53 1.088
59 H -6.632 -1.357 -3.498  C53 1.090
60 H -8.461 -5.102 -6.835  C54 1.086
61 H -8.690 -3.875 -8.116  C54 1.087
62 H -9.392 -3.606 -6.496  C54 1.086
63 O 4.876 0.838 2.352  S64 1.438
64 S 5.065 1.345 3.684  O63 1.438, O65 1.429, O66 1.577, C69 1.756
65 O 5.041 0.423 4.775  S64 1.429
66 O 4.076 2.538 3.981  S64 1.577, C67 1.453
67 C 2.654 2.323 3.773  O66 1.453, C68 1.513, H70 1.083, H71 1.084
68 C 2.015 1.512 4.878  C67 1.513, H72 1.089, H73 1.090, H74 1.090
69 C 6.550 2.282 3.738  S64 1.756, H75 1.086, H76 1.088, H77 1.086
70 H 2.508 1.871 2.800  C67 1.083
71 H 2.242 3.325 3.739  C67 1.084
72 H 2.370 0.483 4.875  C68 1.089
73 H 0.934 1.505 4.735  C68 1.090
74 H 2.241 1.941 5.854  C68 1.090
75 H 6.545 2.994 2.918  C69 1.086
76 H 7.369 1.575 3.633  C69 1.088
77 H 6.604 2.786 4.699  C69 1.086
78 O 4.263 7.128 -0.427  S79 1.430
79 S 2.999 6.682 -0.927  O78 1.430, O80 1.434, O81 1.583, C84 1.753
80 O 2.916 5.406 -1.577  S79 1.434
81 O 2.405 7.795 -1.883  S79 1.583, C82 1.451
82 C 3.264 8.297 -2.939  O81 1.451, C83 1.514, H85 1.090, H86 1.087
83 C 3.367 7.347 -4.113  C82 1.514, H87 1.089, H88 1.090, H89 1.090
84 C 1.766 6.761 0.315  S79 1.753, H90 1.086, H91 1.086, H92 1.086
85 H 4.241 8.530 -2.517  C82 1.090
86 H 2.797 9.234 -3.234  C82 1.087
87 H 3.897 6.436 -3.843  C83 1.089
88 H 3.908 7.834 -4.924  C83 1.090
89 H 2.375 7.068 -4.467  C83 1.090
90 H 1.778 7.733 0.798  C84 1.086
91 H 1.992 5.972 1.026  C84 1.086
92 H 0.808 6.571 -0.160  C84 1.086
93 O 1.573 -6.631 1.145  S94 1.430
94 S 0.528 -5.765 1.598  O93 1.430, O95 1.431, O96 1.577, C99 1.758
95 O 0.532 -4.377 1.251  S94 1.431
96 O 0.367 -5.905 3.161  S94 1.577, C97 1.451
97 C 1.533 -5.712 4.002  O96 1.451, C98 1.513, H100 1.091, H101 1.087
98 C 1.878 -4.248 4.162  C97 1.513, H102 1.089, H103 1.090, H104 1.090
99 C -1.029 -6.453 1.161  S94 1.758, H105 1.086, H106 1.088, H107 1.087
100 H 2.366 -6.290 3.600  C97 1.091
101 H 1.248 -6.155 4.953  C97 1.087
102 H 2.229 -3.820 3.223  C98 1.089
103 H 2.663 -4.120 4.907  C98 1.090
104 H 0.999 -3.685 4.474  C98 1.090
105 H -1.047 -7.496 1.462  C99 1.086
106 H -1.117 -6.359 0.081  C99 1.088
107 H -1.812 -5.888 1.661  C99 1.087
108 O -2.834 -5.058 5.098  S109 1.432
109 S -2.580 -3.654 5.224  O108 1.432, O110 1.431, O111 1.584, C114 1.759
110 O -1.388 -3.198 5.869  S109 1.431
111 O -3.838 -2.963 5.894  S109 1.584, C112 1.450
112 C -4.318 -3.520 7.143  O111 1.450, C113 1.514, H115 1.090, H116 1.087
113 C -3.468 -3.121 8.329  C112 1.514, H117 1.088, H118 1.090, H119 1.089
114 C -2.705 -2.885 3.647  S109 1.759, H120 1.086, H121 1.090, H122 1.086
115 H -4.389 -4.604 7.040  C112 1.090
116 H -5.328 -3.128 7.235  C112 1.087
117 H -2.476 -3.567 8.279  C113 1.088
118 H -3.951 -3.453 9.248  C113 1.090
119 H -3.346 -2.039 8.364  C113 1.089
120 H -3.627 -3.208 3.172  C114 1.086
121 H -1.837 -3.209 3.074  C114 1.090
122 H -2.691 -1.807 3.781  C114 1.086

Calculated values
Multiplicity = 1
E_tot = -171662.9445 eV
Strongest force on any atom = 1.16 eV Å⁻¹
SMILES = NCCCN[C@@H](Cl)[C@@](O[C@@H](CON=O)PP(=O)(O)O)(B(O)O)C(=O)NC(=O)F.CCOS(C)(=O)=O.CCOS(C)(=O)=O.CCOS(C)(=O)=O.CCOS(C)(=O)=O.CCOS(C)(=O)=O